Record 1
DFT (ωB97M-V/def2-TZVPD) results for a structure of composition CH2ErF3NO4S.

Each line ends with the Mulliken spin population.
Geometry (Å):
Er  -1.818  0.485  1.333  3.019
O  -0.605  -0.024  -1.981  -0.001
H  -1.554  0.147  -2.153  0.000
N  -0.439  -0.107  -0.608  -0.005
S  0.979  0.388  -0.044  -0.007
O  1.735  1.380  -0.793  0.000
O  0.585  0.665  1.378  -0.002
C  2.163  -1.052  0.108  0.000
F  2.734  -1.257  -1.067  0.000
F  1.508  -2.136  0.476  0.000
F  3.091  -0.770  1.006  0.000
O  -3.922  0.849  1.442  -0.005
H  -4.457  1.431  0.903  0.000

Calculated values
HOMO-LUMO gap (spin up / spin down)	7.27 / 7.40	eV
2S+1	4
⟨S²⟩	3.75
charge	+1

Record 2
DFT (ωB97M-V/def2-TZVPD) results for a cluster of 2 separate species, C5H10O in total.

Each line ends with the Löwdin charge.
Geometry (Å):
C  0.299  -1.544  3.108  -0.011
C  -0.623  -1.371  2.171  -0.185
C  -0.325  -1.718  0.713  -0.225
C  0.024  -0.585  -0.212  -0.195
C  -0.173  -0.578  -1.526  -0.007
H  0.099  -1.680  4.165  0.048
H  1.354  -1.400  2.893  0.062
H  -1.655  -1.150  2.351  0.088
H  0.471  -2.455  0.718  0.108
H  -1.239  -2.219  0.372  0.112
H  0.268  0.327  0.331  0.099
H  0.360  0.015  -2.255  0.051
H  -0.846  -1.356  -1.887  0.056
O  0.369  4.973  -3.786  -0.067
H  0.459  5.415  -2.933  0.032
H  1.156  5.329  -4.223  0.035

Calculated values
HOMO-LUMO gap	10.16	eV
2S+1	1
structure (SMILES)	C=CCC=C.O

Record 3
DFT (ωB97M-V/def2-TZVPD) results for a cluster of 3 separate species, C35H61BBrF16N3O6 in total.

Each line ends with the Löwdin charge.
Geometry (Å):
H  2.360  0.073  0.385  0.049
N  1.666  -0.296  1.038  0.128
C  0.518  0.145  0.739  -0.223
C  0.183  1.116  -0.368  -0.105
C  0.440  0.581  -1.784  -0.479
C  -0.216  -0.819  -1.965  -0.177
O  0.723  -1.813  -1.699  -0.085
C  0.256  -3.144  -1.968  -0.357
C  1.351  -4.038  -1.362  -0.167
N  1.352  -5.372  -1.986  0.040
C  -1.088  -3.487  -1.321  -0.118
C  -1.202  -3.136  0.179  -0.172
C  -2.463  -2.342  0.522  -0.201
C  -2.988  -2.580  1.945  -0.205
C  -2.482  -1.561  2.959  -0.220
C  -3.286  -1.552  4.264  -0.212
C  -2.469  -1.131  5.485  -0.211
C  -3.033  -1.725  6.782  -0.209
C  -2.561  -3.171  6.979  -0.205
C  -1.212  -3.245  7.705  -0.200
C  -1.248  -2.854  9.191  -0.222
C  -1.453  -4.046  10.128  -0.257
C  -2.902  -4.565  10.141  -0.109
B  0.229  -3.473  -3.543  -0.644
O  1.116  -2.869  -4.375  0.203
O  -0.687  -4.338  -4.098  0.164
O  1.843  0.513  -1.895  -0.086
C  2.386  0.137  -3.162  -0.171
C  3.189  1.269  -3.760  -0.193
N  4.218  1.740  -2.836  -0.098
C  4.149  3.147  -2.480  -0.120
C  -0.173  1.569  -2.795  -0.555
Br  -2.134  1.455  -2.778  0.962
C  0.220  3.036  -2.584  -0.295
C  0.192  3.818  -3.890  -0.098
H  -0.315  -0.185  1.361  0.086
H  -0.853  1.422  -0.261  0.099
H  0.792  2.004  -0.218  0.123
H  -0.615  -0.888  -2.987  0.120
H  -1.076  -0.874  -1.300  0.099
H  2.298  -3.546  -1.586  0.126
H  1.253  -4.083  -0.281  0.123
H  1.303  -6.104  -1.289  0.077
H  2.228  -5.524  -2.469  0.080
H  -1.181  -4.563  -1.439  0.124
H  -1.913  -3.048  -1.880  0.113
H  -0.300  -2.602  0.476  0.100
H  -1.214  -4.059  0.751  0.109
H  -2.311  -1.273  0.388  0.090
H  -3.246  -2.621  -0.179  0.108
H  -4.074  -2.489  1.913  0.111
H  -2.759  -3.590  2.273  0.110
H  -2.523  -0.564  2.522  0.105
H  -1.434  -1.768  3.174  0.110
H  -3.703  -2.543  4.434  0.105
H  -4.107  -0.848  4.145  0.114
H  -2.417  -0.047  5.547  0.111
H  -1.456  -1.511  5.373  0.098
H  -2.716  -1.121  7.629  0.096
H  -4.120  -1.683  6.750  0.109
H  -3.304  -3.753  7.514  0.094
H  -2.416  -3.592  5.986  0.103
H  -0.823  -4.257  7.623  0.107
H  -0.537  -2.564  7.189  0.102
H  -0.288  -2.400  9.427  0.104
H  -2.040  -2.133  9.376  0.097
H  -0.795  -4.844  9.796  0.098
H  -1.208  -3.745  11.143  0.097
H  -3.129  -5.012  11.103  0.062
H  -3.073  -5.296  9.358  0.065
H  -3.584  -3.732  9.992  0.067
H  1.754  -2.369  -3.843  0.081
H  -1.572  -3.957  -4.151  0.110
H  3.074  -0.687  -2.964  0.133
H  1.623  -0.226  -3.847  0.121
H  3.663  0.896  -4.667  0.118
H  2.523  2.088  -4.027  0.091
H  4.217  1.184  -1.993  0.097
H  3.877  3.761  -3.333  0.082
H  5.124  3.490  -2.143  0.051
H  3.454  3.366  -1.663  0.071
H  0.078  1.311  -3.818  0.091
H  1.210  3.093  -2.143  0.090
H  -0.506  3.480  -1.911  0.096
H  0.784  3.309  -4.647  0.065
H  0.616  4.806  -3.742  0.078
H  -0.820  3.904  -4.275  0.067
F  -7.691  -0.474  -6.203  0.101
C  -8.012  0.080  -7.387  -0.311
F  -7.957  -0.888  -8.330  0.098
C  -7.031  1.191  -7.778  -0.441
F  -5.800  0.674  -7.967  0.138
F  -7.480  1.633  -8.989  0.099
C  -6.947  2.445  -6.888  -0.036
O  -5.868  2.561  -5.972  0.049
C  -5.924  2.118  -4.674  -0.537
F  -7.152  1.687  -4.325  0.153
F  -5.634  3.174  -3.879  0.140
C  -4.843  1.072  -4.391  -0.359
F  -5.000  -0.013  -5.177  0.101
F  -4.934  0.662  -3.101  0.037
H  -9.033  0.467  -7.342  0.172
H  -6.763  3.253  -7.594  0.147
H  -7.905  2.665  -6.414  0.147
H  -3.849  1.489  -4.565  0.073
F  10.224  5.331  1.574  0.101
C  9.596  4.968  2.707  -0.312
F  10.449  4.212  3.434  0.098
C  8.340  4.138  2.417  -0.441
F  8.682  2.973  1.831  0.139
F  7.835  3.843  3.651  0.100
C  7.181  4.798  1.646  -0.036
O  7.027  4.507  0.264  0.042
C  7.602  5.246  -0.740  -0.543
F  8.216  6.354  -0.285  0.155
F  6.599  5.655  -1.552  0.133
C  8.528  4.393  -1.618  -0.289
F  9.534  3.877  -0.892  0.107
F  9.053  5.182  -2.583  0.100
H  9.341  5.862  3.283  0.172
H  6.290  4.361  2.093  0.148
H  7.129  5.869  1.842  0.147
H  7.961  3.580  -2.077  0.173

Calculated values
HOMO-LUMO gap	9.38	eV
2S+1	1
structure (SMILES)	[H]/N=C\C[C@](CO[C@@](CN)(CCCCCCCCCCCCC)B(O)O)(OCCNC)[C@@H](Br)CC.FC(F)C(F)(F)COC(F)(F)C(F)F.FC(F)C(F)(F)COC(F)(F)C(F)F

Record 4
DFT (ωB97M-V/def2-TZVPD) results for a structure of composition C5H9ClN2.

Each line ends with the Löwdin charge.
Geometry (Å):
C  -0.244  -1.435  0.838  -0.242
C  -0.123  0.113  1.227  -0.183
C  0.611  0.856  0.053  -0.426
C  0.501  2.159  -0.045  0.011
C  1.443  -0.063  -0.849  -0.522
H  -2.373  -1.541  -1.662  0.221
H  -2.641  0.046  -0.175  0.145
H  0.695  -2.366  1.028  0.162
H  -1.289  0.588  1.332  0.132
H  0.413  0.283  2.325  0.148
H  -0.303  2.616  0.685  0.106
H  0.791  2.571  -1.069  0.094
H  0.779  -0.886  -1.185  0.053
H  1.995  0.379  -1.616  0.041
N  -1.887  -0.661  -0.753  -0.105
N  -1.094  -1.657  -0.129  -0.185
Cl  2.727  -1.003  -0.006  0.550

Calculated values
HOMO-LUMO gap	9.35	eV
2S+1	1

Record 5
DFT (ωB97M-V/def2-TZVPD) results for an isolated molecule of C6H10O.

Each line ends with the Löwdin charge.
Geometry (Å):
C  1.481  0.506  1.173  -0.047
C  0.762  -0.037  -0.109  -0.236
C  0.898  -1.615  -0.418  -0.034
C  -0.659  -1.644  -0.175  -0.207
O  -1.042  -0.995  0.992  0.024
C  -0.744  -0.210  -0.075  -0.432
C  -1.825  1.062  -0.257  0.035
H  2.419  1.076  1.023  0.075
H  1.869  -0.235  1.865  0.064
H  0.751  1.082  1.732  0.069
H  1.147  0.562  -0.903  0.115
H  1.082  -1.810  -1.483  0.107
H  1.573  -2.220  0.109  0.078
H  -1.275  -2.570  -0.458  0.166
H  -2.096  1.403  0.753  0.068
H  -2.704  0.605  -0.786  0.071
H  -1.317  1.772  -0.996  0.084

Calculated values
HOMO-LUMO gap	10.55	eV
2S+1	1
structure (SMILES)	C[C@H]1C[C@H]2O[C@@]12C

Record 6
DFT (ωB97M-V/def2-TZVPD) results for a cluster of 2 separate species, C6H14N2O2 in total.

Each line ends with the Löwdin charge.
Geometry (Å):
C  2.501  0.492  0.572  -0.059
N  1.638  0.260  -0.577  0.007
C  1.425  1.137  -1.584  -0.559
C  0.410  0.657  -2.575  -0.019
O  2.009  2.195  -1.709  0.046
H  2.815  1.525  0.595  0.082
H  1.884  0.267  1.443  0.069
H  3.291  -0.252  0.628  0.078
H  0.969  -0.479  -0.434  0.085
H  -0.573  0.871  -2.171  0.058
H  0.413  1.149  -3.546  0.084
H  0.277  -0.395  -2.802  0.079
C  -0.526  -2.260  1.272  -0.092
N  -1.280  -1.066  1.487  0.015
C  -1.672  -0.240  0.484  -0.546
C  -2.338  1.051  0.854  0.008
O  -1.533  -0.524  -0.697  0.028
H  0.083  -2.498  2.150  0.090
H  -1.106  -3.136  0.988  0.089
H  0.295  -2.221  0.553  0.073
H  -1.186  -0.615  2.382  0.130
H  -3.403  0.888  0.635  0.097
H  -2.269  1.348  1.894  0.075
H  -2.126  1.847  0.159  0.083

Calculated values
HOMO-LUMO gap	9.87	eV
2S+1	1
structure (SMILES)	CNC(C)=O.CNC(C)=O

Across the entries above, energy relative to the best compared isomer or geometry (same formula, charge and spin) takes the values 0.0; 58.4; 9.3; 155.0; 63.8; 21.7 kcal per mole, respectively.
Across the entries above, electronic energy takes the values -57348.6364; -7392.2340; -168239.9867; -20827.1329; -8428.4735; -13524.6834 eV, respectively.
Across the entries above, max |F| takes the values 3.5; 1.3; 0.9; 5.8; 5.6; 1.8 eV Å⁻¹, respectively.